Entry 1:
Computed, not measured: C29H50GeIN3O3Si3Sn as an isolated structure at a distorted geometry, with the ωB97M-V functional and the def2-TZVPD basis.

Its LUMO energy (spin up / spin down) is -9.257 / -10.608 eV. As for the expectation value of S²: 0.769.

The geometry in ORCA input format:
```
! wB97M-V def2-TZVPD RIJCOSX def2/J DEFGRID3
* xyz 3 2
C 3.566 -0.664 -1.829
H -4.021 4.706 1.434
H 6.048 -1.590 3.831
H -5.031 0.683 -0.368
C -0.093 5.390 1.067
C 5.161 0.364 -3.273
H -2.960 -5.828 0.128
H -3.610 1.702 3.645
C 3.009 -1.262 -2.976
C 1.733 3.590 -0.886
C -4.549 0.613 0.621
H -0.663 5.942 0.317
H 1.706 2.712 -1.533
Ge -1.661 2.721 -0.377
H -0.492 -4.616 -1.203
C -3.582 3.722 -2.816
H -0.009 -2.645 3.272
C 3.687 -0.921 0.512
O -0.979 -2.187 -0.363
C 4.532 -0.100 -4.411
H 1.435 1.606 1.647
H 0.796 5.928 1.367
H -2.282 0.874 2.841
H 0.269 2.421 2.716
C -0.955 -5.287 -0.447
H 4.398 -0.980 5.158
O 6.008 -2.228 1.805
C -0.628 3.160 -3.891
N -1.662 -3.612 1.266
C 3.696 -1.094 4.332
C 4.227 -1.142 2.959
I 1.401 -2.655 -2.836
Si 0.410 3.685 0.500
Si -2.085 2.612 -2.810
C -1.870 -2.855 0.203
C 0.126 -1.710 3.849
H -0.816 -5.427 1.778
H 0.349 -4.307 1.065
H -0.198 -1.849 4.860
C 0.989 2.592 1.935
H -5.303 0.277 1.285
H -4.406 3.340 -2.233
C -2.443 0.747 -3.079
H -3.967 3.770 -3.856
H 2.907 -1.303 -5.094
N 2.441 -1.257 4.586
C -0.669 -4.701 0.992
H -5.479 3.761 1.589
C 1.915 -1.032 2.251
C -4.533 3.819 1.014
C 1.522 -1.252 3.622
H -0.418 -6.229 -0.556
H -1.503 0.222 -2.964
H 6.822 -2.704 1.956
C -2.453 -5.467 -0.739
H -0.924 3.245 -4.945
O 1.010 -0.870 1.388
H 0.239 2.487 -3.826
H -2.728 -3.889 -2.224
H -3.430 -2.077 -1.007
H -0.334 4.151 -3.562
H 4.779 -0.971 0.315
H 6.144 -0.336 2.590
H -3.864 -0.230 0.506
C -3.241 -2.925 -0.363
H 2.677 3.602 -0.377
H 5.214 0.636 -1.164
H 4.870 0.247 -5.380
H -3.974 -2.966 0.426
H -2.503 -3.950 1.687
Si -3.564 2.203 1.217
C -2.807 1.822 2.916
H -2.789 0.552 -4.123
C 3.277 -1.017 1.900
C -3.224 -4.206 -1.269
H -4.245 -4.446 -1.535
H 1.764 4.474 -1.508
Sn 0.538 -0.644 -0.797
H -3.453 4.772 -2.496
H -4.818 4.033 -0.019
C 5.718 -1.302 2.828
H -2.103 2.593 3.245
H -0.658 5.333 1.972
H -2.540 -6.211 -1.537
H 5.979 1.075 -3.351
C 3.440 -0.929 -4.253
C 4.701 0.122 -1.995
H 1.809 3.078 2.504
N 2.923 -0.843 -0.534
H -3.175 0.373 -2.386
H -0.541 -1.038 3.294
*
```

Results of the Löwdin charge analysis, in e, for atoms 1 through 6: number 1, C, carries -0.329; number 2, H, carries 0.044; number 3, H, carries 0.137; number 4, H, carries 0.037; number 5, C, carries -0.201; number 6, C, carries -0.043



Entry 2:
Computed, not measured: C21H20N9PtSi as an isolated structure, with the ωB97M-V functional and the def2-TZVPD basis.

Its LUMO energy is -4.270 eV.

The geometry in ORCA input format:
```
! wB97M-V def2-TZVPD RIJCOSX def2/J DEFGRID3
* xyz 1 1
N 0.306 3.225 -2.844
C 1.882 -1.202 0.423
H -4.594 0.718 3.326
N -0.436 1.259 -2.174
C 2.209 0.175 2.389
H -0.860 -1.303 2.443
C -3.568 3.373 -0.161
H 3.655 -0.078 0.827
H -1.731 6.114 0.610
C 0.454 1.134 -3.174
H -0.481 3.470 3.334
Si -0.258 1.589 1.085
H -2.893 0.375 1.576
C -2.340 3.053 4.311
H -2.897 1.743 -1.400
C -1.981 5.153 0.182
C -3.238 4.601 0.393
Pt -0.148 -0.022 -0.540
C 3.095 1.045 3.227
N 0.910 2.340 -3.578
N 0.609 -2.404 -3.895
H -3.967 5.137 0.987
H 3.808 0.424 3.774
N -0.473 2.606 -2.012
N -0.176 -2.799 -1.909
C 2.661 -0.332 1.172
C -2.732 1.122 2.347
H -4.240 2.424 5.076
H -4.550 2.948 -0.002
H -0.067 4.907 -0.786
C -1.561 1.890 2.341
C -2.646 2.685 -0.933
N 0.841 -0.020 -3.735
C -3.492 2.278 4.308
H 3.670 1.733 2.609
C -1.387 3.250 -1.129
C -1.379 2.861 3.330
H 2.522 1.615 3.957
C 0.114 -1.011 2.070
H 0.548 0.233 3.760
C 0.499 -1.277 -3.241
C -3.691 1.314 3.325
C 0.580 -1.571 0.856
H -2.193 3.804 5.076
H 0.084 -2.434 0.421
C 0.917 -0.155 2.819
H 0.878 2.503 1.351
H 1.420 0.028 -4.560
N 0.178 -3.339 -3.019
H 2.298 -1.673 -0.459
C -1.043 4.485 -0.587
N 0.019 -1.466 -2.012
*
```

Results of the natural (NBO) charge analysis, in e, for atoms 1 through 6: number 1, N, carries 0.060; number 2, C, carries -0.109; number 3, H, carries 0.233; number 4, N, carries -0.375; number 5, C, carries 0.076; number 6, H, carries 0.253



Entry 3:
Computed, not measured: C21H16N8O9Re as an isolated structure at a distorted geometry, with the ωB97M-V functional and the def2-TZVPD basis.

Its LUMO energy (spin up / spin down) is -6.853 / -8.253 eV. As for the expectation value of S²: 3.783.

The geometry in ORCA input format:
```
! wB97M-V def2-TZVPD RIJCOSX def2/J DEFGRID3
* xyz 2 4
C -1.758 3.524 1.213
N -3.130 0.253 -0.898
C 3.686 2.135 -1.666
C 1.366 -3.912 3.022
H 0.161 -1.890 -2.950
H -1.390 -3.264 -4.314
O 1.228 0.443 1.558
O 1.227 -5.916 4.133
C 1.530 -1.794 1.967
H 4.608 1.813 -2.125
H 0.101 -5.379 2.084
N -0.826 -3.957 0.034
H -4.563 1.810 0.460
C -2.640 -0.698 -1.800
N 2.361 3.873 -0.651
C -3.520 2.087 0.508
O -1.692 -3.141 -0.252
O 2.419 -4.326 5.018
C 2.234 5.281 -0.245
N -1.264 1.519 -0.196
H -0.180 2.111 1.469
C -3.587 -1.449 -2.495
C 1.882 -2.629 3.012
H -3.861 -2.978 -3.962
O 2.388 0.099 -1.964
C 0.164 -3.512 1.021
H 2.530 -2.288 3.806
C 1.347 3.017 -0.492
N 1.746 -4.820 4.136
N -1.328 -0.863 -1.972
H -3.799 3.884 1.650
C 0.500 -4.374 2.044
H 3.221 5.729 -0.281
C 0.713 -2.212 0.897
C -0.913 -1.780 -2.866
N 1.461 1.767 -0.879
O 0.575 -1.546 -0.244
H -4.132 0.200 -0.812
C -2.575 1.279 -0.208
C 3.528 3.400 -1.225
C -0.750 2.583 0.662
C -3.146 -2.384 -3.410
H -4.644 -1.300 -2.324
C -3.086 3.224 1.174
H 1.564 5.801 -0.927
Re 0.159 0.200 -0.884
C -1.780 -2.547 -3.608
H -1.388 4.417 1.693
N 1.999 -0.421 2.015
H 1.854 5.329 0.772
C 2.561 1.252 -1.558
H 4.312 4.140 -1.295
O 3.047 -0.170 2.541
O 0.219 3.472 -0.008
O -0.741 -5.089 -0.378
*
```

Results of the Löwdin charge analysis, in e, for atoms 1 through 6: number 1, C, carries 0.066; number 2, N, carries 0.175; number 3, C, carries 0.082; number 4, C, carries -0.086; number 5, H, carries 0.128; number 6, H, carries 0.131



| no. | DFT total energy (a.u.) |
| --- | --- |
| 1 | -4981.53097 |
| 2 | -1713.58509 |
| 3 | -2002.50441 |